Model 1:
{"formula": "C5H7N", "method": "ωB97M-V with the def2-TZVPD basis set", "homo_ha": -0.308, "lumo_energy_ev": 0.96, "homo_lumo_gap_ev": 9.35, "species": ["C", "C", "C", "C", "C", "N", "H", "H", "H", "H", "H", "H", "H"], "xyz": [[-1.513, -0.137, 1.538], [-0.788, 0.589, 0.882], [0.195, 0.476, -0.188], [-0.419, 0.129, -1.536], [1.042, -0.509, 0.572], [1.662, 0.523, -0.250], [-2.239, -0.640, 2.123], [-1.113, 0.913, -1.859], [-0.981, -0.809, -1.477], [0.361, 0.037, -2.297], [1.176, -0.298, 1.629], [0.522, -1.489, 0.499], [2.094, 1.215, 0.363]]}

Model 2:
{"formula": "C5H7N", "method": "ωB97M-V with the def2-TZVPD basis set", "homo_ha": -0.343, "lumo_energy_ev": 1.09, "homo_lumo_gap_ev": 10.42, "species": ["C", "C", "C", "C", "C", "N", "H", "H", "H", "H", "H", "H", "H"], "xyz": [[-1.275, 1.249, -1.788], [-0.677, 0.669, -0.918], [0.085, -0.018, 0.112], [1.539, -0.271, -0.225], [-0.660, -0.953, 0.996], [-0.189, 0.324, 1.514], [-1.806, 1.754, -2.565], [2.042, 0.671, -0.466], [1.625, -0.946, -1.083], [2.038, -0.718, 0.639], [-1.723, -1.082, 0.811], [-0.147, -1.832, 1.384], [-0.953, 0.991, 1.576]]}

Stability comparison, relative energies in kJ/mol: model 1 266.5; model 2 0.0

Model 1:
{"formula": "C5H16NO2", "method": "ωB97M-V with the def2-TZVPD basis set", "s2": 0.76, "total_charge": 2, "homo_ha": [-0.717, -0.711], "lumo_energy_ev": [-13.80, -13.84], "homo_lumo_gap_ev": [5.72, 5.49], "multiplicity": 2, "species": ["C", "O", "C", "C", "C", "C", "N", "H", "H", "H", "H", "H", "H", "H", "H", "H", "H", "H", "H", "H", "H", "H", "H", "O"], "xyz": [[0.988, 1.118, -1.801], [0.969, -1.904, 1.358], [0.162, 0.361, -0.791], [-1.386, 1.090, -0.765], [-2.315, 0.367, 0.173], [-1.906, 0.227, 1.623], [0.118, -0.942, -0.999], [0.731, 0.887, -2.837], [0.934, 2.183, -1.635], [2.040, 0.786, -1.640], [0.511, 0.498, 0.279], [-1.296, 2.147, -0.499], [-1.720, 1.042, -1.797], [-3.239, 0.952, 0.113], [-2.486, -0.616, -0.265], [-1.754, 1.216, 2.075], [-2.690, -0.286, 2.215], [-0.995, -0.363, 1.712], [1.188, -2.827, 1.717], [0.623, -1.226, -1.819], [0.358, -1.538, -0.136], [2.180, -0.787, 1.211], [3.511, 0.068, 1.178], [2.640, -0.056, 0.761]]}

Model 2:
{"formula": "C5H16NO2", "method": "ωB97M-V with the def2-TZVPD basis set", "s2": 0.75, "total_charge": 2, "homo_ha": [-0.676, -0.676], "lumo_energy_ev": [-8.93, -12.34], "homo_lumo_gap_ev": [9.45, 6.04], "multiplicity": 2, "species": ["C", "C", "C", "C", "C", "N", "H", "H", "H", "H", "H", "H", "H", "H", "H", "H", "H", "H", "H", "H", "O", "H", "H", "O"], "xyz": [[0.759, 0.540, 1.330], [0.964, 0.471, -0.221], [-0.336, 0.948, -0.915], [-0.949, 2.170, -0.623], [-2.220, 2.562, -1.331], [-0.488, -0.218, 1.646], [1.640, 0.042, 1.738], [0.752, 1.589, 1.569], [1.653, 1.250, -0.586], [1.204, -0.447, -0.743], [-0.744, 0.430, -1.789], [-0.788, 2.561, 0.367], [-2.194, 2.846, -2.382], [-2.875, 1.682, -1.315], [-2.677, 3.364, -0.779], [-1.262, 0.232, 1.159], [-0.439, -1.196, 1.261], [-0.647, -0.160, 2.670], [3.236, -2.882, -0.059], [2.731, -3.382, -1.373], [2.422, -3.192, -0.477], [0.892, -2.970, 0.148], [-0.628, -3.442, 0.171], [-0.005, -2.798, 0.534]]}

Stability comparison, relative energies in kJ/mol: model 1 564.4; model 2 0.0

Model 1:
{"formula": "C11H17N5O4", "method": "ωB97M-V with the def2-TZVPD basis set", "homo_ha": -0.331, "lumo_energy_ev": 0.40, "homo_lumo_gap_ev": 9.40, "species": ["N", "C", "O", "C", "C", "C", "N", "C", "O", "C", "N", "C", "C", "C", "N", "C", "N", "C", "O", "O", "H", "H", "H", "H", "H", "H", "H", "H", "H", "H", "H", "H", "H", "H", "H", "H", "H"], "xyz": [[-0.722, -2.289, -0.858], [0.513, -2.690, -0.502], [0.780, -3.788, -0.001], [1.661, -1.632, -0.683], [2.221, -1.335, 0.705], [1.121, -1.160, 1.801], [-0.103, -0.432, 1.509], [-0.105, 0.708, 0.776], [0.883, 1.072, 0.180], [-1.428, 1.465, 0.882], [-1.640, 2.184, 2.151], [-1.491, 2.348, -0.394], [-1.279, 1.642, -1.706], [-1.328, 2.192, -2.929], [-1.189, 1.210, -3.880], [-1.037, 0.011, -3.209], [-1.071, 0.190, -1.866], [1.698, -0.500, 3.148], [0.932, 0.133, 3.842], [2.964, -0.593, 3.515], [-1.337, -3.032, -0.832], [-0.824, -1.302, -1.402], [1.253, -0.713, -1.158], [2.374, -2.057, -1.413], [2.903, -2.078, 1.005], [2.764, -0.427, 0.654], [0.742, -2.110, 2.108], [-0.789, -0.518, 2.234], [-2.284, 0.732, 0.838], [-0.859, 2.805, 2.421], [-1.716, 1.479, 2.898], [-0.741, 3.112, -0.272], [-2.452, 2.879, -0.455], [-1.532, 3.213, -3.212], [-1.236, 1.365, -4.917], [-1.050, -0.940, -3.783], [3.405, -1.145, 2.806]]}

Model 2:
{"formula": "C11H17N5O4", "method": "ωB97M-V with the def2-TZVPD basis set", "homo_ha": -0.349, "lumo_energy_ev": -0.19, "homo_lumo_gap_ev": 9.30, "species": ["C", "C", "C", "C", "C", "C", "C", "C", "C", "C", "C", "H", "H", "H", "H", "H", "H", "H", "H", "H", "H", "H", "H", "H", "H", "H", "H", "H", "N", "N", "N", "N", "N", "O", "O", "O", "O"], "xyz": [[0.870, -2.499, -0.380], [0.111, -1.608, 0.523], [2.281, -1.930, -0.418], [2.382, -0.411, -0.836], [2.980, 0.426, 0.202], [-2.142, -0.536, 0.793], [-3.341, -0.012, -0.012], [-1.496, 0.694, 1.439], [-0.472, 1.244, 0.475], [0.554, 2.130, 0.708], [-0.219, 2.290, -1.438], [-0.639, -1.173, -1.565], [1.260, -2.756, -2.499], [1.033, -3.620, -0.205], [2.849, -2.572, -1.176], [3.115, -2.161, 0.423], [1.359, -0.216, -1.178], [2.908, -0.502, -1.716], [3.127, 0.677, 2.224], [1.870, -0.418, 1.538], [-1.504, -1.926, -0.672], [-2.729, -1.113, 1.566], [-0.838, 0.504, 2.227], [-2.256, 1.415, 1.531], [1.271, 2.057, 1.648], [-0.292, 2.969, -2.380], [1.601, 3.265, -0.902], [-2.183, 0.838, -1.282], [0.152, -2.627, -1.605], [2.874, -0.039, 1.497], [-1.222, -1.534, 0.168], [-1.030, 1.415, -0.836], [0.661, 2.869, -0.556], [0.486, -0.959, 1.584], [3.409, 1.526, -0.252], [-4.351, -0.332, 0.538], [-3.173, 0.443, -1.193]]}

Model 3:
{"formula": "C11H17N5O4", "method": "ωB97M-V with the def2-TZVPD basis set", "homo_ha": -0.326, "lumo_energy_ev": 0.58, "homo_lumo_gap_ev": 9.46, "species": ["N", "C", "O", "C", "C", "C", "N", "C", "O", "N", "C", "C", "C", "C", "N", "C", "N", "C", "O", "O", "H", "H", "H", "H", "H", "H", "H", "H", "H", "H", "H", "H", "H", "H", "H", "H", "H"], "xyz": [[-4.091, -1.610, -0.655], [-3.783, -0.268, -0.867], [-4.144, 0.359, -1.883], [-3.075, 0.268, 0.249], [-1.602, 0.066, 0.141], [-1.081, -1.355, 0.402], [-1.712, -1.937, 1.531], [0.508, -1.307, 0.603], [1.088, -1.165, 1.679], [1.085, -1.081, -0.611], [2.419, -0.471, -0.600], [2.774, 0.700, 0.307], [1.771, 1.802, 0.136], [1.025, 2.479, 1.079], [0.438, 3.562, 0.451], [0.822, 3.430, -0.926], [1.612, 2.403, -1.134], [3.487, -1.578, -0.837], [3.185, -2.566, -1.477], [4.783, -1.469, -0.381], [-3.821, -1.999, 0.204], [-4.838, -1.929, -1.307], [-3.325, 1.324, 0.322], [-3.538, -0.080, 1.145], [-1.016, 0.654, 0.896], [-1.177, 0.374, -0.819], [-1.248, -1.990, -0.497], [-1.148, -1.574, 2.341], [-1.537, -2.941, 1.671], [0.869, -1.768, -1.327], [2.462, -0.011, -1.527], [2.917, 0.390, 1.343], [3.694, 1.056, -0.101], [0.710, 2.350, 2.085], [-0.320, 4.097, 0.845], [0.512, 4.053, -1.802], [5.294, -2.266, -0.679]]}

Stability comparison, relative energies in kJ/mol: model 1 0.0; model 2 783.4; model 3 21.2

Model 1:
{"formula": "C4H9N4O", "method": "ωB97M-V with the def2-TZVPD basis set", "total_charge": 1, "homo_ha": -0.530, "lumo_energy_ev": -3.69, "homo_lumo_gap_ev": 10.72, "species": ["C", "C", "C", "C", "N", "N", "N", "N", "O", "H", "H", "H", "H", "H", "H", "H", "H", "H"], "xyz": [[-2.643, 0.558, 0.968], [0.943, 1.150, -0.038], [-0.459, -0.669, -0.719], [-0.461, -2.199, -0.579], [-0.869, -0.037, -1.677], [1.825, 1.783, 0.682], [-2.582, -0.582, 1.319], [0.214, 0.086, 0.290], [-2.416, 1.612, 0.568], [-0.514, -2.409, 0.532], [0.202, -2.774, -1.184], [-1.322, -2.646, -1.079], [-1.207, -0.592, -2.410], [2.386, 2.557, 0.317], [1.794, 1.494, 1.734], [-3.302, -1.200, 1.610], [0.889, 1.356, -1.103], [0.066, -0.339, 1.169]]}

Model 2:
{"formula": "C4H9N4O", "method": "ωB97M-V with the def2-TZVPD basis set", "total_charge": 1, "homo_ha": [-0.411, -0.480], "lumo_energy_ev": [-3.82, -4.29], "homo_lumo_gap_ev": [7.35, 8.77], "species": ["C", "N", "C", "N", "C", "N", "C", "N", "O", "H", "H", "H", "H", "H", "H", "H", "H", "H"], "xyz": [[1.220, -1.700, 0.371], [0.133, -0.759, 0.276], [-0.972, -0.987, -0.435], [-1.911, -0.019, -0.564], [-1.781, 1.203, -0.037], [-0.740, 1.471, 0.757], [0.551, 0.597, 0.563], [1.313, 1.075, -0.506], [2.580, 0.903, -0.473], [2.126, -1.275, -0.087], [1.442, -1.895, 1.420], [0.969, -2.633, -0.129], [-1.104, -1.921, -0.954], [-2.748, -0.238, -1.091], [-2.540, 1.945, -0.224], [-0.562, 2.421, 1.054], [1.141, 0.635, 1.485], [0.882, 1.176, -1.425]]}

Stability comparison, relative energies in kJ/mol: model 1 0.0; model 2 288.4